1.
Molecular formula: C46H65CsF5N4PS2
Method: DFT, wB97M-V/def2-TZVPD

```
124
C46H65CsF5N4PS2 (wB97M-V/def2-TZVPD)
Cs 0.290 -0.336 -0.173
C 2.428 -2.792 -1.687
C 1.284 -3.250 -2.340
C 0.598 -4.114 -1.434
C 1.390 -4.123 -0.271
C 2.542 -3.356 -0.398
C 3.724 -3.367 0.511
C 4.794 -4.398 0.023
C 4.419 -1.972 0.440
C 3.306 -3.648 1.956
C -0.742 -4.811 -1.441
C -0.738 -6.005 -0.429
C -1.840 -3.853 -0.953
C -1.104 -5.419 -2.795
C 1.021 -2.872 -3.824
C 2.137 -1.920 -4.370
C -0.334 -2.125 -3.967
C 1.129 -4.134 -4.701
H 3.163 -2.160 -2.110
H 1.131 -4.634 0.651
H 5.036 -4.179 -1.037
H 4.421 -5.435 0.101
H 5.716 -4.365 0.640
H 4.726 -1.725 -0.623
H 5.323 -1.920 1.043
H 3.817 -1.129 0.834
H 2.865 -4.654 2.143
H 2.551 -2.942 2.360
H 4.212 -3.536 2.602
H -0.564 -5.640 0.604
H 0.070 -6.742 -0.630
H -1.680 -6.569 -0.445
H -1.600 -3.461 0.059
H -2.828 -4.371 -0.921
H -1.948 -2.996 -1.636
H -0.259 -6.057 -3.080
H -1.339 -4.702 -3.609
H -2.001 -6.081 -2.709
H 2.292 -1.116 -3.654
H 1.874 -1.488 -5.350
H 3.098 -2.466 -4.480
H -0.197 -1.044 -3.648
H -1.194 -2.557 -3.433
H -0.633 -2.074 -5.022
H 2.065 -4.688 -4.524
H 1.125 -3.825 -5.758
H 0.385 -4.908 -4.617
N 2.635 3.546 1.919
N 3.673 3.480 1.025
C 4.793 2.742 1.238
N 5.611 2.720 0.131
S 5.025 1.990 2.703
H 2.628 4.472 2.351
H 2.819 2.901 2.703
H 3.555 3.944 0.119
H 5.118 2.617 -0.738
H 6.428 2.137 0.235
C -0.180 3.152 -0.323
C -1.064 4.098 0.472
C -0.201 5.263 0.970
P -1.941 3.079 1.723
C -3.106 4.226 2.709
C -4.164 4.981 1.879
C -3.775 3.524 3.936
C -2.966 2.038 0.677
C -3.525 2.499 -0.507
C -4.183 1.671 -1.411
C -4.948 2.281 -2.569
C -4.220 0.317 -1.104
C -3.563 -0.216 -0.017
C -2.971 0.653 0.970
N -2.167 0.225 2.024
C -2.436 -0.194 3.272
C -1.406 -0.119 4.264
C -0.072 0.359 3.818
C -1.566 -0.532 5.581
C -2.768 -1.205 6.002
C -2.927 -1.839 7.348
C -3.807 -1.267 5.074
C -3.663 -0.760 3.765
C -4.847 -0.860 2.849
H 0.330 3.672 -1.125
H -0.761 2.327 -0.763
H 0.627 2.766 0.341
H -1.872 4.503 -0.188
H 0.454 4.874 1.717
H -0.791 6.121 1.309
H 0.460 5.561 0.127
H -2.403 5.008 3.126
H -5.047 4.393 1.685
H -3.777 5.310 0.894
H -4.471 5.887 2.459
H -4.588 2.829 3.649
H -4.243 4.316 4.545
H -3.007 3.038 4.546
H -3.455 3.583 -0.725
H -6.032 2.381 -2.301
H -4.924 1.648 -3.476
H -4.516 3.225 -2.894
H -4.827 -0.300 -1.776
H -3.512 -1.309 0.131
H 0.713 -0.405 3.662
H 0.311 1.050 4.583
H -0.154 0.917 2.866
H -0.762 -0.346 6.294
H -2.340 -1.250 8.101
H -2.477 -2.860 7.367
H -4.007 -1.909 7.567
H -4.766 -1.749 5.314
H -5.736 -1.146 3.426
H -4.697 -1.642 2.082
H -5.076 0.131 2.386
F 4.029 5.926 -6.638
C 3.918 4.948 -5.685
C 4.861 4.857 -4.667
F 5.976 5.663 -4.720
C 4.725 3.920 -3.663
F 5.708 3.807 -2.756
C 3.647 3.026 -3.559
S 3.315 1.932 -2.287
C 2.770 3.112 -4.686
F 1.797 2.184 -4.764
C 2.885 4.024 -5.745
F 1.973 4.010 -6.746
```

As for the HOMO-LUMO gap: 5.40 eV. As for the charge: -2. As for the energy above the lowest of the compared OMol25 structures with the same formula, charge and spin: 52.5 kJ/mol.

Here are the Löwdin charges for atoms 1 to 6, given in e: 0.765 -0.123 -0.192 -0.185 -0.086 -0.286


2.
Molecular formula: C46H66BF21NO18
Method: DFT, wB97M-V/def2-TZVPD

```
153
C46H66BF21NO18 (wB97M-V/def2-TZVPD)
C -2.499 0.120 1.757
C -2.234 1.555 2.216
C -3.405 2.505 2.004
C -3.577 2.970 0.541
N -4.679 2.298 -0.108
B -4.877 2.537 -1.635
C -3.746 1.672 -2.458
C -3.457 2.053 -3.929
C -2.020 2.014 -4.334
C -1.475 2.996 -5.145
C -0.154 2.949 -5.552
C 0.670 1.910 -5.156
C 0.143 0.928 -4.331
C -1.182 0.980 -3.938
C -4.919 4.157 -1.947
C -3.658 4.875 -2.274
O -2.532 4.532 -2.082
O -3.854 6.124 -2.869
O -6.278 2.008 -1.857
C -6.664 1.844 -3.179
C -8.162 2.053 -3.323
O -8.828 0.810 -3.483
C -10.213 0.953 -3.742
C -10.955 -0.222 -3.140
H -3.244 0.055 0.976
H -2.791 -0.531 2.572
H -1.591 -0.305 1.344
H -1.364 1.920 1.690
H -2.008 1.535 3.277
H -3.221 3.362 2.647
H -4.340 2.059 2.328
H -3.787 4.033 0.583
H -2.605 2.815 0.060
H -4.660 1.307 0.083
H -4.090 0.639 -2.457
H -2.800 1.646 -1.932
H -3.876 3.013 -4.217
H -3.940 1.316 -4.568
H -2.083 3.823 -5.470
H 0.245 3.728 -6.182
H 1.695 1.867 -5.481
H 0.753 0.113 -3.987
H -1.564 0.205 -3.298
H -5.306 4.632 -1.047
H -5.641 4.423 -2.717
H -4.670 6.087 -3.375
H -6.478 0.827 -3.535
H -6.157 2.530 -3.864
H -8.411 2.724 -4.150
H -8.496 2.534 -2.407
H -10.351 0.982 -4.819
H -10.569 1.873 -3.291
H -10.979 -1.047 -3.837
H -11.979 0.062 -2.934
H -10.479 -0.541 -2.226
C -4.520 9.097 -1.596
C -5.451 8.200 -0.817
O -6.010 8.890 0.331
C -7.032 9.683 0.099
O -7.570 9.912 -0.944
C -7.507 10.297 1.431
F -6.469 10.739 2.163
F -8.167 9.391 2.158
F -8.328 11.323 1.217
H -3.738 9.493 -0.947
H -4.056 8.530 -2.400
H -5.051 9.947 -2.027
H -4.911 7.350 -0.410
H -6.256 7.810 -1.438
C 3.441 -3.835 1.597
C 2.720 -2.532 1.883
O 2.476 -1.762 0.690
C 1.440 -2.119 -0.052
O 0.682 -3.021 0.146
C 1.316 -1.143 -1.239
F 2.508 -0.920 -1.809
F 0.837 0.026 -0.812
F 0.499 -1.624 -2.168
H 4.350 -3.644 1.044
H 3.683 -4.343 2.531
H 2.818 -4.494 0.993
H 3.336 -1.885 2.504
H 1.781 -2.700 2.407
C 7.211 -5.966 -4.373
C 6.292 -6.896 -3.620
O 6.535 -6.866 -2.192
C 6.006 -5.867 -1.507
O 5.353 -4.953 -1.910
C 6.318 -6.076 -0.014
F 7.599 -6.421 0.184
F 5.554 -7.060 0.483
F 6.077 -4.978 0.695
H 8.257 -6.182 -4.150
H 7.045 -6.073 -5.441
H 7.026 -4.928 -4.100
H 6.466 -7.928 -3.912
H 5.247 -6.664 -3.819
C -5.739 13.602 1.075
C -5.265 14.083 2.427
O -4.568 15.346 2.330
C -5.324 16.426 2.261
O -6.517 16.485 2.275
C -4.422 17.675 2.202
F -3.421 17.511 1.332
F -3.893 17.910 3.411
F -5.127 18.740 1.837
H -4.905 13.548 0.375
H -6.187 12.621 1.168
H -6.479 14.281 0.651
H -4.540 13.389 2.846
H -6.088 14.170 3.135
C 8.510 -7.433 3.011
C 7.541 -8.384 3.676
O 7.766 -8.463 5.102
C 7.244 -7.490 5.827
O 6.607 -6.555 5.446
C 7.545 -7.751 7.315
F 8.823 -8.104 7.506
F 6.772 -8.742 7.780
F 7.308 -6.669 8.046
H 9.538 -7.714 3.243
H 8.375 -7.455 1.939
H 8.361 -6.412 3.361
H 7.686 -9.397 3.308
H 6.507 -8.106 3.481
C 8.694 -10.823 9.365
C 8.884 -10.387 10.799
O 8.166 -11.241 11.715
C 8.754 -12.382 12.029
O 9.812 -12.785 11.645
C 7.876 -13.149 13.038
F 6.594 -13.145 12.664
F 7.966 -12.570 14.243
F 8.284 -14.408 13.143
H 7.634 -10.874 9.119
H 9.175 -10.124 8.688
H 9.118 -11.813 9.196
H 8.473 -9.392 10.953
H 9.938 -10.354 11.074
C 2.796 -2.774 -7.492
C 2.273 -4.187 -7.409
O 3.179 -5.119 -8.047
C 4.217 -5.496 -7.332
O 4.491 -5.155 -6.217
C 5.038 -6.517 -8.147
F 5.209 -6.107 -9.405
F 4.402 -7.695 -8.169
F 6.239 -6.702 -7.601
H 2.993 -2.501 -8.530
H 2.065 -2.085 -7.079
H 3.728 -2.667 -6.937
H 1.336 -4.285 -7.952
H 2.095 -4.493 -6.380
```

As for the HOMO-LUMO gap: 5.66 eV. As for the charge: -1. As for the energy above the lowest of the compared OMol25 structures with the same formula, charge and spin: 0.0 kJ/mol.

Here are the Löwdin charges for atoms 1 to 6, given in e: -0.096 -0.266 -0.207 -0.260 0.042 -0.772


3.
Molecular formula: C46H68Cl57FN3OP2
Method: DFT, wB97M-V/def2-TZVPD

```
178
C46H68Cl57FN3OP2 (wB97M-V/def2-TZVPD)
C -1.558 1.462 2.506
C -2.185 2.238 1.319
C -1.137 2.568 0.240
F 0.014 1.854 0.556
N -1.374 2.244 -1.187
C -0.431 2.875 -2.193
C 0.851 3.569 -1.704
C 2.052 2.665 -2.130
C 2.574 1.782 -1.000
O 3.276 2.988 -1.551
C -1.181 3.521 -3.403
C -0.508 3.079 -4.762
C 0.889 3.703 -5.042
C 0.917 4.651 -6.286
C 0.452 3.978 -7.591
N -0.675 4.741 -8.156
P -1.174 5.394 -3.538
C -1.190 6.202 -1.846
C -2.758 5.950 -4.345
C -2.576 7.445 -4.765
C -2.590 2.782 -3.227
C -3.184 2.013 -4.437
C -2.757 2.110 -1.785
C -3.837 3.039 -1.203
C -5.133 2.617 -1.062
C -6.065 3.497 -0.491
C -5.616 4.751 -0.102
C -4.283 5.050 -0.311
N -3.380 4.234 -0.829
P -2.989 0.254 -1.891
C -4.510 -0.412 -2.660
C -4.147 -1.810 -3.280
C -2.766 -0.672 -0.313
C -4.069 -0.823 0.543
H -0.699 1.990 2.934
H -2.313 1.390 3.296
H -1.219 0.459 2.231
H -2.500 3.195 1.760
H -3.111 1.760 0.986
H -0.858 3.622 0.337
H -1.033 1.266 -1.246
H -0.030 1.987 -2.711
H 1.064 4.557 -2.121
H 1.038 3.610 -0.628
H 2.045 2.236 -3.136
H 3.054 0.877 -1.350
H 2.535 2.140 0.021
H -0.516 1.990 -4.803
H -1.180 3.482 -5.537
H 1.587 2.884 -5.288
H 1.319 4.282 -4.223
H 0.299 5.513 -6.006
H 1.957 4.984 -6.388
H 1.286 4.055 -8.303
H 0.255 2.907 -7.475
H -1.418 4.842 -7.469
H -1.070 4.267 -8.963
H -2.072 6.841 -1.712
H -0.289 6.821 -1.774
H -1.144 5.456 -1.046
H -3.029 5.310 -5.189
H -3.543 5.945 -3.572
H -1.802 7.922 -4.151
H -3.515 7.992 -4.631
H -2.295 7.502 -5.821
H -3.270 3.643 -3.228
H -4.273 2.048 -4.293
H -2.823 0.984 -4.525
H -3.018 2.552 -5.374
H -5.500 1.633 -1.336
H -7.083 3.144 -0.355
H -6.334 5.436 0.340
H -3.934 6.062 -0.017
H -4.997 0.198 -3.421
H -5.284 -0.632 -1.908
H -4.502 -2.634 -2.654
H -3.049 -1.897 -3.273
H -4.456 -1.896 -4.324
H -2.515 -1.699 -0.621
H -1.912 -0.345 0.291
H -3.868 -1.089 1.583
H -4.765 -1.519 0.063
H -4.592 0.147 0.530
C -0.458 -0.854 -6.747
Cl -1.011 0.814 -6.919
Cl 1.274 -0.903 -6.422
Cl -1.359 -1.664 -5.463
H -0.647 -1.375 -7.677
C 3.111 2.819 3.157
Cl 2.857 3.244 4.848
Cl 2.732 1.118 2.881
Cl 2.149 3.872 2.107
H 4.157 2.974 2.921
C -6.427 -1.830 4.199
Cl -5.667 -2.498 5.639
Cl -5.658 -0.303 3.740
Cl -6.360 -2.979 2.860
H -7.467 -1.634 4.422
C 6.262 0.096 0.841
Cl 5.958 0.555 2.524
Cl 5.918 -1.617 0.638
Cl 5.285 1.048 -0.278
H 7.308 0.273 0.625
C 3.482 -4.884 1.472
Cl 5.238 -4.863 1.310
Cl 2.703 -5.141 -0.095
Cl 2.987 -6.117 2.626
H 3.172 -3.914 1.855
C 0.216 -6.140 -3.570
Cl -0.090 -4.434 -3.919
Cl 1.900 -6.387 -3.118
Cl -0.867 -6.717 -2.299
H 0.017 -6.709 -4.470
C -0.541 -6.857 1.420
Cl -0.143 -5.184 1.810
Cl -0.211 -7.911 2.798
Cl -2.228 -6.994 0.919
H 0.087 -7.171 0.593
C -3.537 9.386 1.262
Cl -3.924 10.637 0.085
Cl -4.113 7.800 0.699
Cl -1.805 9.330 1.574
H -4.045 9.620 2.190
C -4.471 7.856 -8.163
Cl -4.422 6.403 -7.152
Cl -5.638 7.664 -9.469
Cl -4.852 9.276 -7.190
H -3.490 7.995 -8.601
C 2.339 -2.620 4.847
Cl 3.065 -1.633 6.119
Cl 3.124 -2.275 3.294
Cl 2.440 -4.337 5.218
H 1.291 -2.356 4.768
C -2.942 -9.050 5.392
Cl -3.143 -8.386 7.016
Cl -3.403 -10.752 5.356
Cl -3.879 -8.124 4.219
H -1.896 -8.976 5.123
C 4.220 -4.162 8.918
Cl 2.466 -4.351 8.825
Cl 5.021 -5.044 7.617
Cl 4.670 -2.456 8.872
H 4.552 -4.574 9.863
C -2.188 -0.194 6.537
Cl -1.156 1.238 6.534
Cl -3.826 0.222 7.034
Cl -2.194 -0.959 4.942
H -1.784 -0.903 7.249
C 5.969 -4.545 -3.309
Cl 5.765 -5.971 -2.292
Cl 4.900 -4.622 -4.712
Cl 5.682 -3.064 -2.388
H 6.992 -4.527 -3.665
C 6.876 -8.986 7.945
Cl 6.652 -8.255 9.539
Cl 6.554 -10.715 8.002
Cl 5.849 -8.194 6.748
H 7.907 -8.844 7.651
C 10.622 -9.182 9.050
Cl 10.384 -8.109 7.663
Cl 10.025 -10.807 8.699
Cl 12.324 -9.228 9.506
H 10.058 -8.787 9.885
C -7.849 -4.081 -2.458
Cl -7.127 -3.174 -1.120
Cl -7.270 -3.472 -4.011
Cl -7.507 -5.800 -2.296
H -8.922 -3.941 -2.419
C 8.376 -4.211 3.374
Cl 7.950 -2.517 3.105
Cl 10.064 -4.361 3.863
Cl 7.310 -4.932 4.581
H 8.244 -4.745 2.441
C 8.111 0.217 5.666
Cl 6.614 -0.539 6.219
Cl 7.907 1.967 5.508
Cl 9.442 -0.162 6.757
H 8.349 -0.185 4.688
```

As for the HOMO-LUMO gap: 8.14 eV. As for the charge: +1.

Here are the Löwdin charges for atoms 1 to 6, given in e: -0.097 -0.138 -0.253 -0.015 0.035 -0.177


Quick rundown of E, same order as above: -3668.0345, -5323.7588, -29046.1093 a.u.
Quick rundown of strongest force on any atom, same order as above: 2.3, 1.2, 3.0 eV/A